No. 1
# C29H29P2PdS2

A structure of composition C29H29P2PdS2 at a distorted geometry (the ωB97M-V functional and the def2-TZVPD basis, OMol25).

```
63
Properties=species:S:1:pos:R:3:forces:R:3
Pd -0.027 0.327 -2.177 0.0 0.8 -0.8
S 2.550 0.559 -1.953 -0.2 -0.3 0.2
P 1.593 0.211 -0.199 0.5 0.1 0.6
C 0.146 1.083 0.029 -0.1 -0.9 -0.5
P -1.402 0.381 0.080 -0.4 0.3 0.5
S -2.483 0.371 -1.648 0.2 -0.3 0.2
C -1.524 -1.282 0.853 -0.1 0.1 0.1
C -1.965 -2.403 0.166 0.0 0.0 0.0
C -2.052 -3.633 0.811 0.0 0.0 0.0
C -1.712 -3.746 2.151 0.0 0.1 0.0
C -1.272 -2.626 2.847 0.0 0.0 -0.1
C -1.175 -1.406 2.197 0.0 0.0 0.0
C -2.391 1.376 1.280 0.1 0.0 -0.1
C -3.555 0.890 1.868 -0.1 -0.1 0.0
C -4.310 1.695 2.710 0.0 0.0 0.0
C -3.911 3.002 2.967 0.0 0.0 0.0
C -2.755 3.495 2.379 0.0 0.0 0.0
C -1.998 2.685 1.542 0.1 0.0 0.0
C 2.706 0.715 1.188 -0.1 0.2 -0.1
C 2.141 1.024 2.422 0.0 0.0 0.0
C 2.934 1.419 3.491 0.0 0.0 0.0
C 4.309 1.528 3.327 0.0 0.0 0.0
C 4.879 1.243 2.093 0.0 0.0 0.0
C 4.079 0.841 1.029 0.1 -0.1 0.0
C 1.623 -1.637 0.027 0.1 0.0 0.2
C 1.933 -2.217 1.256 -0.1 0.0 0.0
C 1.988 -3.598 1.407 0.0 0.1 -0.1
C 1.734 -4.428 0.327 0.0 0.1 -0.1
C 1.422 -3.861 -0.904 0.0 0.0 0.1
C 1.370 -2.485 -1.048 0.0 0.0 -0.1
H -2.242 -2.299 -0.876 0.0 0.0 0.0
H -2.388 -4.505 0.263 0.0 0.0 0.0
H -1.784 -4.703 2.653 0.0 0.0 0.0
H -1.000 -2.706 3.893 0.0 0.0 0.0
H -0.833 -0.532 2.741 0.0 0.0 0.0
H -3.878 -0.126 1.665 0.0 0.0 0.0
H -5.210 1.302 3.167 0.0 0.0 0.0
H -4.499 3.630 3.625 0.0 0.0 0.0
H -2.440 4.513 2.574 0.0 0.0 0.0
H -1.084 3.047 1.085 0.0 0.0 0.0
H 1.062 0.979 2.528 0.0 0.0 0.0
H 2.478 1.656 4.445 0.0 0.0 0.0
H 4.932 1.848 4.153 0.0 0.0 0.0
H 5.949 1.342 1.955 0.0 0.0 0.0
H 4.516 0.625 0.060 0.0 0.0 0.0
H 2.135 -1.589 2.113 0.0 0.0 0.0
H 2.228 -4.023 2.375 0.0 0.0 0.0
H 1.778 -5.504 0.441 0.0 0.0 0.0
H 1.222 -4.496 -1.759 0.0 0.0 0.0
H 1.152 -2.058 -2.022 0.0 0.0 0.0
C -0.342 2.874 -5.882 0.0 0.0 0.0
C 0.022 1.699 -4.962 0.1 0.1 -0.1
C -0.891 0.514 -5.264 -0.1 0.0 0.0
C -0.018 2.131 -3.515 -0.1 -0.2 0.1
H -0.276 2.595 -6.939 0.0 0.0 0.0
H 0.318 3.727 -5.712 0.0 0.0 0.0
H -1.367 3.200 -5.680 0.0 0.0 0.0
H 1.051 1.399 -5.195 0.0 0.0 0.0
H -1.924 0.743 -4.985 0.0 0.0 0.0
H -0.597 -0.377 -4.703 0.0 0.0 0.1
H -0.866 0.260 -6.328 0.0 0.0 0.0
H -0.942 2.632 -3.229 0.0 0.0 0.0
H 0.865 2.681 -3.202 0.0 0.0 0.1
```
Positions in Å, forces in eV/Å.

## Properties
- Frontier orbital gap (alpha / beta): 5.73 / 7.26 eV
- Energy relative to the best compared isomer or geometry (same formula, charge and spin): 9.39 kcal per mole
- Total charge: -1
- LUMO (alpha / beta): 0.102 / 0.102 Ha
- 2S+1: 3
- ⟨S²⟩: 2.010
- E: -2729.464108 hartree

***

No. 2
# C18H21CsN7S2

A structure of composition C18H21CsN7S2 (the ωB97M-V functional and the def2-TZVPD basis, OMol25).

```
49
Properties=species:S:1:pos:R:3:forces:R:3
Cs 0.139 -0.555 0.058 -0.4 0.0 -0.5
C 4.760 0.082 2.892 -0.1 -0.1 -0.1
C 3.317 0.058 2.404 0.1 0.0 -0.1
S 3.139 -0.043 0.637 0.5 0.2 0.2
C 2.331 0.140 3.323 -0.1 0.0 0.1
C 2.723 0.197 4.794 -0.1 0.0 -0.1
S 0.578 0.199 3.019 0.2 0.1 0.5
H 5.434 -0.088 2.054 0.0 0.0 0.0
H 4.959 -0.683 3.652 0.0 0.0 0.0
H 5.021 1.048 3.343 0.0 0.0 0.0
H 3.457 0.985 5.000 0.0 0.0 0.0
H 3.173 -0.746 5.132 0.0 0.0 0.0
H 1.842 0.384 5.404 0.0 0.0 0.0
N -0.644 5.058 -0.030 0.0 0.0 0.0
C 0.623 4.834 0.471 -0.1 0.0 -0.1
C 0.864 3.508 0.277 0.0 -0.1 0.1
N -0.224 2.919 -0.327 -0.1 -0.2 -0.1
C -1.106 3.866 -0.495 0.1 0.1 0.1
H -1.138 5.931 -0.028 0.0 0.0 0.0
H 1.210 5.617 0.916 0.0 0.0 0.0
H 1.726 2.919 0.554 0.0 0.0 0.0
H -2.091 3.750 -0.919 0.0 0.0 0.0
C -3.968 -1.464 1.537 0.0 0.0 0.0
C -4.042 -0.408 0.488 0.1 0.1 0.2
N -3.184 -0.237 -0.481 0.0 0.0 -0.2
C -3.599 0.878 -1.177 0.0 -0.1 0.0
C -4.727 1.385 -0.622 0.0 0.0 0.1
N -5.006 0.566 0.462 -0.1 0.0 -0.2
C -6.159 0.659 1.308 0.0 0.0 0.0
N -7.282 -0.140 0.860 0.1 0.2 0.0
N -7.504 -1.355 1.394 0.0 -0.2 0.1
N -8.526 -1.891 0.848 -0.1 0.2 -0.2
C -9.019 -1.005 -0.097 0.0 -0.3 0.2
C -10.118 -1.107 -0.954 -0.1 -0.1 0.0
C -10.366 -0.045 -1.787 0.1 0.1 0.0
C -9.542 1.106 -1.777 -0.2 -0.1 -0.1
C -8.460 1.219 -0.942 0.1 -0.1 0.1
C -8.218 0.129 -0.093 0.1 0.2 -0.1
H -3.056 -2.033 1.381 0.0 0.0 0.0
H -4.826 -2.137 1.502 0.0 0.0 0.0
H -3.918 -1.027 2.536 0.0 0.0 0.0
H -3.040 1.255 -2.017 0.0 0.0 0.0
H -5.331 2.245 -0.857 0.0 0.0 0.0
H -6.476 1.700 1.346 0.0 0.0 0.0
H -5.914 0.326 2.313 0.0 0.0 0.0
H -10.740 -1.992 -0.955 0.0 0.0 0.0
H -11.206 -0.083 -2.468 0.0 0.0 0.0
H -9.769 1.919 -2.454 0.0 0.0 0.0
H -7.830 2.097 -0.951 0.0 0.0 0.0
```
Positions in Å, forces in eV/Å.

## Properties
- Frontier orbital gap: 3.19 eV
- Energy relative to the best compared isomer or geometry (same formula, charge and spin): 0.00 kcal per mole
- Total charge: -1
- LUMO: 0.059 Ha
- E: -1898.332796 hartree

***

No. 3
# C2H2IO2

A structure of composition C2H2IO2 at a distorted geometry (the ωB97M-V functional and the def2-TZVPD basis, OMol25).

```
7
Properties=species:S:1:pos:R:3:forces:R:3
C 1.355 -0.612 -1.300 -0.1 1.6 -1.5
C -1.452 0.519 1.458 -2.3 2.0 -1.3
O 1.242 0.241 -2.080 -0.6 1.2 -1.0
O 1.903 -1.402 -0.688 1.6 -2.7 2.2
I -1.140 -0.960 -0.326 -0.7 0.6 0.7
H -1.384 1.624 1.023 -0.5 -1.9 -0.2
H -0.524 0.589 1.914 2.6 -0.8 1.0
```
Positions in Å, forces in eV/Å.

## Properties
- Frontier orbital gap: 6.33 eV
- Energy relative to the best compared isomer or geometry (same formula, charge and spin): 46.77 kcal per mole
- Total charge: -1
- LUMO: 0.129 Ha
- E: -525.560509 hartree

***

No. 4
# C24H71FeO12

A structure of composition C24H71FeO12 at a distorted geometry (the ωB97M-V functional and the def2-TZVPD basis, OMol25).

```
108
Properties=species:S:1:pos:R:3:forces:R:3
Fe -23.422 -0.155 26.135 -0.9 4.2 3.1
C -25.718 1.219 29.246 -0.2 -0.8 0.2
C -24.306 1.517 28.784 -0.6 2.0 0.1
O -23.858 0.715 27.744 0.7 -1.6 -1.4
H -25.795 0.228 29.698 0.1 0.0 0.0
H -26.436 1.253 28.428 0.1 0.2 0.0
H -26.023 1.931 30.013 0.1 0.1 -0.1
H -23.608 1.611 29.627 0.2 -0.9 -0.1
H -24.313 2.572 28.448 0.0 -0.2 -0.4
C -26.782 3.727 33.821 0.3 0.1 0.3
C -27.296 2.834 32.691 0.4 0.8 0.5
O -28.635 3.118 32.357 0.0 -0.4 0.0
H -26.573 4.741 33.477 -0.2 0.1 0.1
H -25.859 3.348 34.272 0.1 -0.1 -0.3
H -27.479 3.762 34.658 -0.3 0.1 -0.2
H -27.168 1.810 33.040 -0.5 -0.2 -0.4
H -26.685 3.017 31.794 0.3 -0.3 0.1
H -28.653 4.035 32.038 -0.1 0.0 0.2
C -23.244 -0.958 31.533 1.0 -0.7 -0.8
C -22.216 0.160 31.533 -0.5 0.0 0.0
O -21.178 -0.160 32.439 -0.1 0.3 -0.2
H -22.785 -1.817 31.028 0.0 0.0 0.1
H -24.102 -0.702 30.911 -0.3 0.1 0.4
H -23.463 -1.329 32.530 -0.4 0.4 0.1
H -22.717 1.106 31.788 0.2 0.0 0.2
H -21.825 0.282 30.510 0.1 0.0 0.0
H -20.817 0.664 32.778 0.1 -0.1 0.1
C -25.209 7.093 27.572 -0.1 -0.3 -0.8
C -24.531 5.738 27.425 0.5 0.4 0.8
O -23.116 5.855 27.568 0.0 -0.5 -0.2
H -25.012 7.563 28.531 -0.1 -0.1 0.1
H -26.281 6.981 27.388 -0.1 0.1 0.3
H -24.836 7.731 26.770 0.1 0.2 0.2
H -24.741 5.326 26.436 0.1 -0.1 0.0
H -24.872 5.043 28.207 -0.3 -0.1 -0.2
H -22.960 5.988 28.519 0.0 0.3 -0.2
C -19.590 -0.403 25.244 -0.9 -0.4 -0.1
C -20.461 -0.979 26.360 1.5 -0.1 -0.7
O -21.485 -0.041 26.779 0.0 -1.5 -0.5
H -20.213 -0.022 24.431 0.0 0.1 0.0
H -19.024 -1.233 24.823 0.4 0.2 0.1
H -18.959 0.397 25.622 0.2 -0.1 -0.1
H -19.765 -1.216 27.167 -0.5 0.1 0.5
H -20.885 -1.941 26.067 -0.5 0.2 0.0
H -21.040 0.539 27.445 -0.2 0.5 0.4
C -21.133 3.337 25.251 -0.4 -0.3 0.0
C -22.475 2.954 25.851 0.6 0.7 1.0
O -23.095 1.784 25.259 0.1 -0.5 -0.2
H -21.155 3.227 24.166 0.2 0.2 0.0
H -20.326 2.734 25.666 0.0 -0.1 -0.1
H -20.942 4.370 25.540 0.0 0.1 -0.2
H -23.180 3.787 25.855 -0.1 -0.1 -0.4
H -22.311 2.766 26.914 -0.2 -0.5 -0.1
H -23.357 2.001 24.356 0.0 -0.1 0.0
C -26.408 -0.097 23.368 0.5 0.5 0.1
C -26.157 -0.688 24.740 -1.4 0.3 -0.7
O -25.346 0.247 25.518 1.1 -1.6 -0.5
H -26.992 -0.718 22.693 0.0 -0.3 0.2
H -25.443 0.116 22.899 -0.1 -0.1 -0.2
H -26.931 0.854 23.478 0.0 0.0 0.0
H -25.726 -1.686 24.675 0.5 0.2 0.3
H -27.087 -0.785 25.293 0.0 -0.2 0.0
H -25.952 0.960 25.819 -0.2 0.1 0.2
C -19.924 3.781 28.874 0.1 0.7 0.0
C -20.373 2.437 29.389 -0.2 0.5 -0.7
O -19.939 1.457 28.413 0.1 -0.7 0.5
H -20.244 4.608 29.511 -0.1 -0.1 0.1
H -20.283 3.999 27.868 -0.2 -0.2 0.0
H -18.836 3.840 28.820 0.0 -0.2 0.1
H -21.457 2.311 29.438 0.0 0.3 0.1
H -19.986 2.273 30.395 0.2 -0.4 -0.1
H -19.212 0.965 28.813 0.1 -0.1 -0.2
C -28.084 4.769 29.398 0.5 0.2 -0.6
C -28.570 6.010 30.095 -1.1 0.8 0.1
O -28.551 5.867 31.515 0.3 -0.3 -0.2
H -28.797 3.948 29.366 -0.1 0.0 0.3
H -27.125 4.426 29.795 -0.1 -0.1 0.2
H -27.878 5.057 28.362 -0.1 0.0 0.0
H -29.600 6.233 29.788 0.0 -0.3 -0.1
H -28.045 6.921 29.785 0.5 -0.3 0.1
H -29.108 6.546 31.907 0.0 0.0 0.1
C -24.205 4.273 31.364 -0.7 -0.3 -0.3
C -22.911 4.973 30.984 -0.8 -0.3 0.7
O -23.167 6.210 30.332 0.2 -0.1 0.0
H -24.079 3.210 31.594 0.3 0.1 0.2
H -24.944 4.297 30.555 0.2 0.1 -0.2
H -24.719 4.728 32.211 0.2 0.1 0.1
H -22.348 4.342 30.298 0.2 0.2 -0.1
H -22.353 5.125 31.911 0.4 0.0 -0.2
H -23.482 6.847 30.981 0.0 0.1 -0.1
C -26.542 3.762 24.661 0.3 0.5 0.0
C -26.898 3.312 26.071 -0.8 0.6 -1.3
O -27.381 1.958 26.054 1.0 -0.2 0.5
H -25.687 3.205 24.266 0.0 -0.1 0.0
H -26.236 4.811 24.715 0.0 0.0 -0.1
H -27.341 3.719 23.922 -0.2 -0.2 0.2
H -27.701 3.935 26.459 0.2 0.1 0.2
H -25.995 3.473 26.662 -0.2 -0.7 0.5
H -28.342 1.957 26.050 0.0 -0.1 0.0
C -28.809 -1.275 27.655 0.1 0.1 0.3
C -27.345 -1.540 27.918 0.2 -0.3 -0.2
O -26.913 -2.573 27.021 0.0 0.2 -0.2
H -29.364 -2.211 27.650 0.0 0.0 0.0
H -28.964 -0.757 26.708 0.0 -0.1 -0.1
H -29.200 -0.648 28.459 -0.1 0.0 -0.1
H -27.174 -1.878 28.945 -0.1 0.1 0.0
H -26.745 -0.639 27.749 -0.1 -0.1 0.0
H -25.962 -2.678 27.098 0.0 -0.2 0.2
```
Positions in Å, forces in eV/Å.

## Properties
- Frontier orbital gap (alpha / beta): 6.20 / 4.20 eV
- Energy relative to the best compared isomer or geometry (same formula, charge and spin): 0.00 kcal per mole
- Total charge: +2
- LUMO (alpha / beta): -0.268 / -0.341 Ha
- 2S+1: 6
- ⟨S²⟩: 8.769
- E: -3122.883457 hartree

***

No. 5
# C5H10O

The molecule C5H10O (the ωB97M-V functional and the def2-TZVPD basis, OMol25).

```
16
Properties=species:S:1:pos:R:3:forces:R:3
C -0.853 -1.522 2.312 -0.2 -0.3 0.3
O -0.119 -0.406 1.806 -0.1 0.0 -0.4
C -0.438 -0.081 0.586 0.2 0.4 0.7
C -0.072 0.276 -2.158 0.0 0.0 -0.2
C 0.408 1.087 0.186 -0.1 -0.1 -0.1
C 1.012 0.696 -1.166 0.1 0.1 -0.1
H -0.192 -2.044 3.000 -0.1 0.0 0.0
H -1.727 -1.130 2.832 0.0 -0.2 0.1
H -1.159 -2.168 1.487 0.0 0.1 0.1
H -0.746 1.119 -2.356 0.1 -0.1 -0.1
H 0.415 -0.018 -3.086 -0.2 0.0 -0.2
H -0.703 -0.548 -1.806 0.4 0.2 0.0
H -0.282 1.927 0.025 0.0 -0.1 0.0
H 1.147 1.385 0.946 -0.1 -0.1 -0.2
H 1.742 -0.114 -1.020 -0.2 0.1 0.0
H 1.569 1.540 -1.585 0.0 -0.1 0.1
```
Positions in Å, forces in eV/Å.

## Properties
- Frontier orbital gap: 9.35 eV
- Energy relative to the best compared isomer or geometry (same formula, charge and spin): 69.60 kcal per mole
- Total charge: 0
- LUMO: 0.040 Ha
- E: -271.641700 hartree

***

No. 6
# C20H22BNO6

A cluster of 2 separate species, C20H22BNO6 in total at a distorted geometry (the ωB97M-V functional and the def2-TZVPD basis, OMol25).

```
50
Properties=species:S:1:pos:R:3:forces:R:3
C 0.013 -1.745 -2.034 0.0 -0.9 0.3
C -1.081 -0.803 -1.776 0.2 2.2 -2.2
N -0.961 0.520 -1.921 0.1 -2.4 0.5
C -2.055 1.431 -1.928 -0.5 1.3 0.2
C -3.407 1.156 -1.897 0.1 0.0 0.0
C -4.297 2.232 -1.847 0.4 0.1 0.0
C -3.822 3.551 -1.837 0.2 -0.2 0.0
C -2.454 3.829 -1.898 0.2 -0.8 -0.1
C -1.557 2.751 -1.962 -1.4 -0.1 0.2
C -0.121 2.673 -2.035 1.2 -0.3 0.1
C 0.236 1.303 -2.038 0.1 1.2 0.1
C 1.552 0.912 -2.125 0.3 -0.5 0.0
C 2.540 1.891 -2.196 -0.3 0.5 0.0
C 2.205 3.252 -2.162 0.1 -0.3 0.0
C 0.873 3.656 -2.078 -0.4 -0.7 0.0
H -0.390 -2.760 -2.122 0.0 0.3 0.2
H 0.522 -1.533 -2.983 -0.1 0.3 0.2
H 0.741 -1.759 -1.213 0.2 0.1 0.0
H -2.102 -1.178 -1.858 0.1 0.2 0.8
H -3.745 0.128 -1.916 -0.3 0.1 0.1
H -5.362 2.036 -1.811 0.1 0.0 0.0
H -4.530 4.371 -1.783 0.1 -0.1 0.0
H -2.074 4.842 -1.893 -0.1 0.0 0.0
H 1.819 -0.132 -2.123 0.2 0.1 0.1
H 3.579 1.589 -2.275 -0.1 0.0 0.1
H 2.994 4.000 -2.203 -0.2 -0.2 0.0
H 0.595 4.702 -2.045 0.1 0.0 0.0
C 3.381 -4.076 0.891 0.0 -0.1 0.0
C 2.495 -2.847 0.873 -0.4 0.2 0.4
O 1.672 -2.811 1.915 0.9 -0.1 -1.1
B 0.726 -1.685 2.034 -0.8 0.5 -1.1
H 0.160 -1.399 0.905 0.6 -0.3 1.2
O -0.259 -2.055 3.072 -0.6 -0.7 -0.4
C -1.191 -2.957 2.767 0.2 0.2 0.1
C -2.151 -3.193 3.921 0.0 0.0 0.0
O -1.290 -3.550 1.706 0.0 0.3 0.4
O 1.507 -0.558 2.581 -0.5 0.9 -0.1
C 0.952 0.656 2.601 0.0 -0.4 0.0
C 1.896 1.687 3.195 0.1 0.1 0.0
O -0.171 0.929 2.209 0.6 0.0 0.1
O 2.556 -1.998 -0.014 0.0 -0.6 0.3
H 3.008 -4.809 1.612 0.1 0.2 -0.2
H 3.435 -4.517 -0.105 -0.1 0.1 0.0
H 4.404 -3.793 1.156 -0.1 0.1 0.1
H -1.963 -2.491 4.735 0.0 -0.1 -0.1
H -3.182 -3.101 3.575 0.1 0.1 -0.1
H -2.051 -4.218 4.286 0.2 0.1 -0.1
H 2.902 1.274 3.310 -0.2 0.1 0.0
H 1.925 2.578 2.566 0.0 -0.1 -0.1
H 1.527 2.019 4.170 0.0 -0.2 -0.1
```
Positions in Å, forces in eV/Å.

## Properties
- Frontier orbital gap: 6.35 eV
- Energy relative to the best compared isomer or geometry (same formula, charge and spin): 0.00 kcal per mole
- Total charge: 0
- LUMO: -0.076 Ha
- E: -1306.488537 hartree

***

What did the third record say?
# C2H2IO2

A structure of composition C2H2IO2 at a distorted geometry (the ωB97M-V functional and the def2-TZVPD basis, OMol25).

```
7
Properties=species:S:1:pos:R:3:forces:R:3
C 1.355 -0.612 -1.300 -0.1 1.6 -1.5
C -1.452 0.519 1.458 -2.3 2.0 -1.3
O 1.242 0.241 -2.080 -0.6 1.2 -1.0
O 1.903 -1.402 -0.688 1.6 -2.7 2.2
I -1.140 -0.960 -0.326 -0.7 0.6 0.7
H -1.384 1.624 1.023 -0.5 -1.9 -0.2
H -0.524 0.589 1.914 2.6 -0.8 1.0
```
Positions in Å, forces in eV/Å.

## Properties
- Frontier orbital gap: 6.33 eV
- Energy relative to the best compared isomer or geometry (same formula, charge and spin): 46.77 kcal per mole
- Total charge: -1
- LUMO: 0.129 Ha
- E: -525.560509 hartree

***

Question: The highest energy relative to the best compared isomer or geometry (same formula, charge and spin) belongs to which entry?
Answer: C5H10O

***

Question: E of number 1 (C29H29P2PdS2)?
Answer: -2729.464108 hartree